{"formula": "C3H11N", "method": "wB97M-V/def2-TZVPD", "multiplicity": 2, "de_lowest_kcal_mol": 6.5, "energy_ha": -175.277628, "charge": 1, "e_homo_ev": [-14.878, -14.875], "symbols": ["N", "C", "C", "C", "H", "H", "H", "H", "H", "H", "H", "H", "H", "H", "H"], "positions_angstrom": [[-0.19245, -1.06082, -2.32059], [0.56291, 1.43272, 1.78213], [0.32747, -2.00784, -1.39831], [-0.85958, 1.27411, 1.24369], [0.51789, -0.53295, -2.83968], [-0.86194, -0.37015, -1.94179], [0.68869, 0.87929, 2.71373], [-0.45911, -2.73852, -1.14180], [-1.41505, 0.50030, 1.75863], [0.57850, -1.65450, -0.37972], [0.83248, 2.45915, 2.03477], [-0.74854, 1.09165, 0.15107], [1.32612, 1.10044, 1.07589], [-1.40975, 2.20847, 1.14608], [1.11235, -2.58133, -1.88409]], "forces_ev_per_a": [[1.231, 2.056, 2.382], [0.246, 0.228, 0.642], [-0.691, -1.788, -0.988], [0.708, 0.568, -1.567], [-0.222, -0.612, -0.862], [-0.524, -0.716, -0.377], [0.084, -0.089, -0.108], [-0.209, 0.140, -0.046], [-0.264, 0.006, -0.190], [0.056, 0.714, -0.310], [-0.207, 0.047, -0.133], [-0.308, -0.711, 0.341], [-0.058, -0.142, 0.062], [-0.182, 0.030, 0.858], [0.341, 0.269, 0.296]], "nbo_charge": [-0.23, -0.62, -0.51, -0.61, 0.42, 0.42, 0.22, 0.30, 0.22, 0.33, 0.23, 0.15, 0.19, 0.23, 0.26]}